No. 1
{
  "formula": "C46H101N3O7",
  "method": "ωB97M-V with the def2-TZVPD basis set",
  "lumo_energy_ha": 0.021,
  "orbital_gap_ev": 7.861,
  "homo_energy_ev": -7.280,
  "symbols": ["C", "C", "C", "O", "C", "H", "H", "H", "H", "H", "H", "H", "H", "C", "C", "C", "O", "C", "H", "H", "H", "H", "H", "H", "H", "H", "C", "C", "C", "O", "C", "H", "H", "H", "H", "H", "H", "H", "H", "C", "C", "C", "O", "C", "H", "H", "H", "H", "H", "H", "H", "H", "C", "C", "C", "O", "C", "H", "H", "H", "H", "H", "H", "H", "H", "C", "C", "C", "O", "C", "H", "H", "H", "H", "H", "H", "H", "H", "C", "C", "C", "O", "C", "H", "H", "H", "H", "H", "H", "H", "H", "C", "C", "N", "C", "C", "C", "C", "H", "H", "H", "H", "H", "H", "H", "H", "H", "H", "H", "H", "H", "H", "H", "C", "C", "N", "C", "C", "C", "C", "H", "H", "H", "H", "H", "H", "H", "H", "H", "H", "H", "H", "H", "H", "H", "C", "C", "N", "C", "C", "C", "C", "H", "H", "H", "H", "H", "H", "H", "H", "H", "H", "H", "H", "H", "H", "H"],
  "coordinates": [[7.82499, 16.57576, 5.88838], [6.58733, 16.74215, 6.75464], [6.32478, 15.27653, 7.18628], [6.58078, 14.61646, 5.92760], [7.66239, 15.20800, 5.26614], [8.80043, 16.62295, 6.37251], [7.82565, 17.32463, 5.09636], [5.69385, 17.20204, 6.33240], [6.87650, 17.35718, 7.60682], [5.29965, 15.05325, 7.48183], [6.91927, 14.84692, 7.99258], [7.49945, 15.31968, 4.19419], [8.54629, 14.58525, 5.40398], [9.66854, 10.04644, 8.16133], [10.83457, 9.10046, 8.32650], [11.47188, 9.43943, 9.68178], [10.36968, 9.89247, 10.43801], [9.55392, 10.61739, 9.54153], [8.76961, 9.58985, 7.74713], [10.02715, 10.86611, 7.53872], [11.55096, 9.18287, 7.50913], [10.52581, 8.05627, 8.27720], [12.15431, 10.28777, 9.62975], [12.03310, 8.62992, 10.14849], [9.65798, 11.69849, 9.63365], [8.58560, 10.30603, 9.93335], [12.60436, 9.33911, 4.35596], [12.05740, 8.00446, 4.85908], [12.26251, 7.97166, 6.34868], [13.17977, 9.04882, 6.62180], [13.75885, 9.50508, 5.36191], [11.82940, 10.10421, 4.40235], [12.99418, 9.13163, 3.35942], [12.73231, 7.24037, 4.47339], [11.02696, 7.80858, 4.56256], [12.81407, 7.12599, 6.75945], [11.26330, 7.99735, 6.78345], [14.59106, 8.88739, 5.02431], [14.01076, 10.56549, 5.37489], [11.61790, 12.99423, 1.30079], [10.74604, 12.13979, 2.24632], [11.43041, 10.74995, 2.16762], [12.84162, 11.11764, 1.91487], [13.09457, 12.50615, 1.56263], [11.64075, 14.07216, 1.46094], [11.47073, 12.80063, 0.23826], [9.78503, 11.99601, 1.75247], [10.73682, 12.52196, 3.26708], [11.13877, 10.16579, 1.29481], [11.35327, 10.21565, 3.11456], [13.79327, 12.47278, 0.72669], [13.42718, 13.07550, 2.43057], [14.51484, 12.79624, 8.39069], [13.29517, 11.99100, 8.43954], [13.95105, 10.62437, 8.22247], [15.01904, 10.85206, 7.33350], [15.43644, 12.19869, 7.26535], [14.99150, 12.69974, 9.36618], [14.29579, 13.85374, 8.24300], [12.63309, 12.11350, 7.58236], [12.64275, 12.07221, 9.30894], [13.15801, 10.03233, 7.76565], [14.26240, 10.17511, 9.16551], [15.10378, 12.59684, 6.30674], [16.44799, 12.43052, 7.59869], [10.32516, 11.47595, 5.60241], [10.68668, 12.64863, 6.47244], [10.39500, 13.80104, 5.55746], [9.27586, 13.34432, 4.80255], [9.20124, 11.90087, 4.64999], [10.07619, 10.52820, 6.07979], [11.17717, 11.14022, 5.01126], [11.70632, 12.49552, 6.82599], [10.03494, 12.67017, 7.34588], [11.31779, 13.96678, 5.00150], [10.21462, 14.73134, 6.09609], [9.28084, 11.54470, 3.62291], [8.21068, 11.60772, 4.99779], [8.70397, 15.46291, 1.41789], [9.76184, 14.65451, 1.90506], [8.93277, 13.63801, 2.76240], [7.65788, 13.55357, 2.14652], [7.57451, 14.53672, 1.08032], [8.99220, 16.11514, 0.59350], [8.33377, 16.19990, 2.13057], [10.39098, 15.34772, 2.46340], [10.35869, 14.02991, 1.24042], [8.76329, 14.20662, 3.67677], [9.34353, 12.64837, 2.96234], [6.60845, 15.04052, 1.04859], [7.62777, 14.03617, 0.11351], [12.08577, 15.34728, 7.39812], [12.66868, 15.84316, 6.06546], [12.82002, 14.86567, 5.06505], [12.83787, 15.29458, 3.70382], [11.42733, 15.60036, 3.27861], [14.01463, 14.08635, 5.24288], [13.80703, 12.60681, 4.73342], [11.85084, 16.26947, 7.92959], [12.68112, 14.68805, 8.02985], [11.15783, 14.78522, 7.29271], [11.98846, 16.53680, 5.57123], [13.58222, 16.36561, 6.34935], [13.20865, 14.60111, 2.94903], [13.48905, 16.16080, 3.58668], [11.31417, 15.63630, 2.19509], [11.13864, 16.59221, 3.62646], [10.63298, 15.02873, 3.75854], [14.83620, 14.64996, 4.80077], [14.28693, 13.93005, 6.28668], [12.95020, 12.08924, 5.16477], [13.76745, 12.61089, 3.64414], [14.70858, 12.01881, 4.90530], [7.05760, 9.53823, 6.04044], [7.05732, 8.13593, 5.36578], [8.06961, 8.02715, 4.27806], [7.91303, 6.82214, 3.48625], [6.47997, 6.64711, 2.87794], [9.50454, 8.15525, 4.71322], [9.91092, 9.56142, 4.41907], [6.96539, 10.40873, 5.39097], [7.86651, 9.55163, 6.77090], [6.23514, 9.59956, 6.75312], [7.31581, 7.31563, 6.03540], [6.07945, 8.00026, 4.90376], [8.58837, 6.88793, 2.63320], [8.18837, 5.82877, 3.84049], [6.48437, 5.86395, 2.11982], [5.66469, 6.40176, 3.55855], [6.19296, 7.52989, 2.30660], [10.13677, 7.45686, 4.16493], [9.54213, 8.07104, 5.79932], [9.34385, 10.26959, 5.02326], [9.73747, 9.86746, 3.38739], [10.93297, 9.80251, 4.71126], [4.12117, 13.41240, 7.66286], [5.47190, 12.91656, 7.11564], [5.99045, 11.88513, 7.97482], [7.16006, 11.24501, 7.32823], [8.40646, 12.12009, 7.17407], [6.30000, 12.32525, 9.33645], [6.80791, 11.20860, 10.27445], [3.54731, 12.57104, 8.05132], [3.54889, 14.02064, 6.96240], [4.25633, 14.04696, 8.53874], [5.30139, 12.52604, 6.11238], [6.19324, 13.73368, 7.10711], [7.39760, 10.37381, 7.93871], [6.90807, 10.97893, 6.30167], [8.74799, 12.27692, 8.19723], [9.20708, 11.52844, 6.73017], [8.18832, 13.08292, 6.71204], [5.43140, 12.77149, 9.82069], [7.01823, 13.14513, 9.34165], [7.07514, 11.61753, 11.24886], [7.80442, 10.87236, 9.98808], [6.11037, 10.37735, 10.37722]]
}

***

No. 2
{
  "formula": "C2H2I2O2S",
  "method": "ωB97M-V with the def2-TZVPD basis set",
  "lumo_energy_ha": [-0.043, -0.043],
  "orbital_gap_ev": [7.360, 7.361],
  "homo_energy_ev": [-8.540, -8.541],
  "symbols": ["C", "C", "O", "O", "S", "I", "I", "H", "H"],
  "coordinates": [[1.67896, -0.84428, -1.74173], [-0.08239, 0.56208, -1.22315], [1.76700, -0.71960, -2.85271], [0.77239, -0.51405, -0.91051], [3.79521, -1.58105, -0.50784], [0.29724, 2.29374, -0.03551], [4.34327, 0.64875, 0.21202], [-1.03845, 0.16279, -0.89472], [-0.20016, 0.69013, -2.27051]]
}

***

No. 3
{
  "formula": "C3H8",
  "method": "ωB97M-V with the def2-TZVPD basis set",
  "lumo_energy_ha": 0.048,
  "orbital_gap_ev": 12.454,
  "homo_energy_ev": -11.149,
  "symbols": ["C", "C", "C", "H", "H", "H", "H", "H", "H", "H", "H"],
  "coordinates": [[-0.81939, -0.59076, 0.77674], [-0.28016, 0.58561, -0.10261], [1.05019, 0.10533, -0.74156], [-1.75619, -0.99157, 0.52729], [-0.94709, -0.14263, 1.85679], [0.03342, -1.50597, 0.77579], [-0.09936, 1.49194, 0.58018], [-1.04781, 0.83094, -0.97596], [1.72176, -0.04272, 0.11880], [0.90318, -0.96674, -0.97543], [1.48827, 0.72569, -1.50291]]
}

***

No. 4
{
  "formula": "CH2ClNOS",
  "method": "ωB97M-V with the def2-TZVPD basis set",
  "lumo_energy_ha": [-0.066, -0.066],
  "orbital_gap_ev": [7.594, 7.594],
  "homo_energy_ev": [-9.391, -9.391],
  "symbols": ["C", "N", "O", "S", "Cl", "H", "H"],
  "coordinates": [[1.24148, 0.59496, -0.07111], [-1.41025, 0.54032, -0.20892], [2.15460, 1.35533, 0.05090], [-1.78696, -0.87244, -0.42920], [1.42444, -1.10109, -0.30708], [-0.13030, 0.88655, -0.08140], [-1.49301, -1.40363, 1.04681]]
}

***

Maximum force for every record listed, in sequence, given in Eh/bohr: 0.1349 0.1063 0.0794 0.0701.
ΔE to the lowest compared entry with this formula, charge and spin for every record listed, in sequence, given in kcal per mole: 913.66 76.58 24.79 95.78.
Total energy for every record listed, in sequence, given in eV: -68098.9870 -33235.3965 -3239.6777 -27960.2218.